{
  "formula": "C27BrF15GeIrN2O5S3",
  "method": "ωB97M-V with the def2-TZVPD basis set",
  "elements": ["Ir", "O", "C", "C", "O", "C", "C", "O", "C", "O", "O", "S", "C", "S", "C", "C", "N", "C", "N", "F", "C", "C", "C", "F", "C", "F", "C", "F", "C", "F", "Ge", "S", "C", "C", "F", "C", "F", "C", "F", "C", "F", "C", "F", "C", "C", "F", "C", "F", "C", "F", "C", "F", "C", "F", "Br"],
  "coordinates": [[-1.43360, -0.20443, 0.91754], [0.01203, -4.63386, -3.57627], [-0.36310, -3.88691, -2.69703], [0.33208, -3.66713, -1.37386], [1.21001, -4.37010, -0.91365], [-0.31955, -2.49083, -0.76698], [-1.47715, -2.13230, -1.55247], [-2.24995, -1.19974, -1.19410], [-1.57832, -3.00168, -2.72934], [-2.45825, -3.03079, -3.57950], [0.04287, -1.85881, 0.24785], [0.41832, 0.40079, 2.66205], [-0.39494, 1.86269, 3.06699], [-1.87560, 2.13218, 2.26325], [0.11059, 2.76451, 3.99564], [1.25421, 2.50635, 4.75676], [2.18047, 2.33345, 5.41832], [-0.47855, 4.01475, 4.22036], [-0.88905, 5.07591, 4.39588], [-1.07099, -0.41635, -3.99128], [-2.33055, -0.47510, -4.42778], [-3.30986, 0.14162, -3.68054], [-4.59504, 0.14127, -4.18133], [-5.54906, 0.81382, -3.51310], [-4.92385, -0.49162, -5.36926], [-6.18015, -0.45784, -5.84828], [-3.92630, -1.13899, -6.08748], [-4.22346, -1.75019, -7.24401], [-2.61711, -1.12184, -5.62572], [-1.65654, -1.69467, -6.35610], [-2.93032, 1.16495, -1.99482], [-1.05975, 1.53978, -0.99181], [-3.39217, 2.93822, -2.92483], [-4.49535, 3.75354, -2.76421], [-5.48909, 3.37434, -1.95473], [-4.63531, 4.95526, -3.45371], [-5.71743, 5.73049, -3.27158], [-3.65819, 5.34831, -4.35979], [-3.78479, 6.50209, -5.03683], [-2.55650, 4.52838, -4.57670], [-1.63926, 4.87274, -5.49727], [-2.45595, 3.34605, -3.85765], [-1.41185, 2.53220, -4.08612], [-4.41298, 0.81394, -0.69680], [-5.13150, -0.36477, -0.64047], [-4.95547, -1.28160, -1.59542], [-6.06682, -0.59494, 0.36260], [-6.77577, -1.73121, 0.38587], [-6.29504, 0.38453, 1.32284], [-7.23348, 0.19790, 2.26018], [-5.58501, 1.58159, 1.28451], [-5.83752, 2.53303, 2.19287], [-4.64984, 1.76958, 0.27628], [-3.97730, 2.92662, 0.18563], [-3.15551, -1.31184, 2.24974]],
  "largest_force_ev_per_a": 3.50,
  "s_squared": 0.8301,
  "orbital_gap_ev": [5.5, 4.6],
  "total_charge": -2,
  "spin_multiplicity": 2
}

{
  "formula": "C26H64FNbO11PS",
  "method": "ωB97M-V with the def2-TZVPD basis set",
  "elements": ["C", "C", "C", "F", "Nb", "C", "O", "O", "C", "C", "C", "C", "P", "S", "H", "H", "H", "H", "H", "H", "H", "H", "H", "H", "H", "H", "H", "H", "H", "H", "H", "H", "H", "H", "H", "H", "C", "O", "C", "C", "O", "C", "C", "O", "C", "H", "H", "H", "H", "H", "H", "H", "H", "H", "H", "H", "H", "H", "H", "C", "O", "C", "C", "O", "C", "C", "O", "C", "H", "H", "H", "H", "H", "H", "H", "H", "H", "H", "H", "H", "H", "H", "C", "O", "C", "C", "O", "C", "C", "O", "C", "H", "H", "H", "H", "H", "H", "H", "H", "H", "H", "H", "H", "H", "H"],
  "coordinates": [[3.02821, 6.83110, 1.75757], [2.31072, 5.58654, 1.22042], [1.21081, 5.98634, 0.25484], [0.58086, 7.16147, 0.70831], [-0.27573, 4.31710, -0.23503], [-0.17724, 3.30375, 1.80316], [-0.94442, 2.09223, 1.80829], [-2.30097, 2.49751, 1.94864], [1.28491, 2.91230, -1.13697], [1.51628, 1.56888, -0.43884], [2.80100, 0.91719, -1.01528], [0.37173, 0.60993, -0.70313], [-0.61763, 5.34046, -2.61578], [-1.50739, 7.10839, -2.37010], [2.33014, 7.40322, 2.34912], [3.83395, 6.55660, 2.42677], [3.38563, 7.45418, 0.94861], [1.94573, 5.04600, 2.09027], [3.04841, 4.98264, 0.71165], [1.70707, 6.27062, -0.67865], [-1.58725, 5.42218, 0.41888], [-1.66156, 3.21964, -0.71004], [0.82538, 3.02271, 2.10992], [-0.54785, 3.98150, 2.56727], [-2.72249, 1.97516, 1.24429], [2.23212, 3.43080, -1.29268], [0.93012, 2.66682, -2.14055], [1.70679, 1.66867, 0.62342], [3.66076, 1.41215, -0.57337], [2.85763, 1.11551, -2.07807], [2.84892, -0.14737, -0.81381], [0.52300, 0.07633, -1.63609], [0.31856, -0.13533, 0.08557], [-0.58593, 1.11642, -0.71747], [0.60906, 5.53713, -3.30190], [-1.43790, 4.57476, -3.47703], [-1.37236, -0.28553, 3.93748], [-0.55304, -1.38145, 3.55643], [0.76279, -1.39636, 4.05537], [1.10757, -2.75280, 4.63718], [0.37015, -3.14594, 5.78274], [-1.02057, -3.40476, 5.66923], [-1.43151, -4.60955, 4.84422], [-1.14692, -4.46158, 3.46311], [-0.49310, -5.55397, 2.85799], [-1.33550, 0.49190, 3.17069], [-2.39389, -0.66046, 4.01956], [-1.09160, 0.14436, 4.90388], [0.91691, -0.61471, 4.80648], [1.45325, -1.20427, 3.22310], [2.14785, -2.70070, 4.97107], [1.07072, -3.52002, 3.86053], [-1.56236, -2.51420, 5.34803], [-1.34275, -3.61006, 6.69410], [-2.51841, -4.72589, 4.94841], [-0.95662, -5.50941, 5.24970], [0.18913, -6.05492, 3.55137], [0.09542, -5.16957, 2.02347], [-1.21858, -6.27841, 2.47119], [1.92787, 1.16345, -5.27514], [3.22284, 0.59127, -5.27535], [3.31428, -0.70931, -5.81757], [4.42475, -0.84739, -6.84120], [4.26941, -0.10581, -8.03765], [4.36383, 1.30780, -8.00603], [5.73449, 1.88255, -7.71109], [6.17564, 1.61257, -6.39369], [7.48819, 1.10978, -6.28492], [1.42011, 0.94991, -4.32980], [2.03496, 2.24425, -5.37261], [1.32222, 0.80269, -6.11127], [2.36494, -1.01657, -6.26878], [3.53614, -1.40333, -4.99592], [4.42004, -1.89436, -7.15781], [5.39890, -0.66754, -6.38243], [3.60728, 1.74187, -7.35071], [4.11109, 1.62260, -9.02226], [5.66604, 2.97190, -7.82715], [6.45174, 1.51041, -8.45076], [7.75486, 0.47853, -7.13841], [7.53658, 0.49754, -5.38342], [8.21280, 1.92559, -6.19225], [-8.44012, -3.63172, 2.13415], [-7.27097, -2.93711, 2.50638], [-6.81547, -3.16781, 3.82618], [-5.34084, -3.51511, 3.89728], [-4.95621, -4.74140, 3.30458], [-4.99219, -4.88339, 1.89296], [-3.98897, -4.05333, 1.11829], [-4.24600, -2.66657, 1.20160], [-3.11772, -1.88529, 1.56184], [-9.33026, -3.02591, 2.33469], [-8.38858, -3.82685, 1.06206], [-8.52867, -4.59059, 2.65323], [-7.39789, -3.95998, 4.30937], [-6.96307, -2.24358, 4.39941], [-5.10947, -3.63230, 4.96038], [-4.72802, -2.68705, 3.53669], [-6.00306, -4.74619, 1.50369], [-4.73221, -5.93132, 1.71735], [-4.05621, -4.34901, 0.06177], [-2.97968, -4.29010, 1.47166], [-2.45481, -2.42077, 2.24633], [-3.48619, -0.99625, 2.07421], [-2.55779, -1.57061, 0.67567]],
  "largest_force_ev_per_a": 2.20,
  "orbital_gap_ev": 5.9,
  "total_charge": -1,
  "spin_multiplicity": 1
}

{
  "formula": "C2H3NS3",
  "method": "ωB97M-V with the def2-TZVPD basis set",
  "elements": ["C", "C", "N", "S", "S", "S", "H", "H", "H"],
  "coordinates": [[4.53035, 0.09908, 0.20614], [0.66198, 0.07849, 0.87778], [1.10511, 0.11301, -0.31590], [5.13077, -1.19726, 0.72035], [4.13513, 1.49260, -0.33806], [2.11778, -0.95368, -1.11774], [0.78387, -0.76164, 1.46236], [0.02390, 0.85695, 1.28816], [0.84051, 0.98475, -0.80438]],
  "de_lowest_kj_mol": 151.88,
  "largest_force_ev_per_a": 7.95,
  "s_squared": 2.0057,
  "orbital_gap_ev": [5.9, 7.1],
  "spin_multiplicity": 3
}

{
  "formula": "C2H4OS2",
  "method": "ωB97M-V with the def2-TZVPD basis set",
  "elements": ["C", "C", "O", "S", "S", "H", "H", "H", "H"],
  "coordinates": [[-0.74126, -0.22106, 0.01962], [1.52770, 0.04895, -0.19558], [-1.12110, -0.62674, 1.27557], [-1.67612, -0.80091, -1.46664], [-1.49261, 1.15425, -0.80713], [1.61032, 0.89796, -0.94628], [1.89966, -0.87307, -0.53670], [1.53514, 0.29340, 0.79339], [-1.54174, 0.12722, 1.86375]],
  "de_lowest_kj_mol": 343.34,
  "largest_force_ev_per_a": 5.15,
  "orbital_gap_ev": 8.2,
  "spin_multiplicity": 1
}

{
  "formula": "C26H66FN6O8",
  "method": "ωB97M-V with the def2-TZVPD basis set",
  "elements": ["C", "C", "C", "C", "O", "C", "N", "F", "C", "O", "O", "H", "H", "H", "H", "H", "H", "H", "H", "H", "H", "H", "C", "C", "C", "O", "C", "N", "H", "H", "H", "H", "H", "H", "H", "H", "H", "H", "H", "C", "C", "C", "O", "C", "N", "H", "H", "H", "H", "H", "H", "H", "H", "H", "H", "H", "C", "C", "C", "O", "C", "N", "H", "H", "H", "H", "H", "H", "H", "H", "H", "H", "H", "C", "C", "C", "O", "C", "N", "H", "H", "H", "H", "H", "H", "H", "H", "H", "H", "H", "C", "C", "C", "O", "C", "N", "H", "H", "H", "H", "H", "H", "H", "H", "H", "H", "H"],
  "coordinates": [[1.06998, 3.44683, 1.85538], [1.91907, 3.04654, 0.63581], [1.07618, 2.33641, -0.42864], [1.70010, 2.49402, -1.82256], [3.08453, 2.27038, -1.71477], [3.86097, 3.08675, -2.55010], [3.97718, 4.42158, -2.00493], [4.70624, 4.41657, -0.80416], [5.18539, 2.32835, -2.86756], [6.11543, 2.36315, -2.03317], [5.15616, 1.74352, -3.98685], [0.66608, 4.43378, 1.66304], [0.27931, 2.72485, 2.01953], [1.69683, 3.53319, 2.73529], [2.33373, 3.94665, 0.20909], [2.72036, 2.38889, 0.92793], [1.12873, 1.27317, -0.22060], [0.05279, 2.69784, -0.42192], [1.25563, 1.70600, -2.42842], [1.46352, 3.46225, -2.25539], [3.37942, 3.20153, -3.51782], [4.50208, 4.99479, -2.65102], [-1.67209, -3.00163, -3.02557], [-1.62847, -1.48678, -3.19535], [-0.28405, -0.95583, -3.71221], [0.73457, -0.88860, -2.74703], [1.44806, -2.09231, -2.52683], [-2.01290, -0.85098, -1.93089], [-1.11660, -3.33072, -2.14826], [-2.70273, -3.33517, -2.89893], [-1.26012, -3.50829, -3.90116], [-2.38025, -1.22235, -3.94585], [-0.43779, 0.07922, -4.03613], [0.05451, -1.51769, -4.59387], [1.56231, -2.67285, -3.44697], [0.96130, -2.70196, -1.75943], [2.43793, -1.82422, -2.16005], [-2.07171, 0.15435, -2.07408], [-1.23216, -0.95902, -1.28877], [3.89777, -5.72135, -7.69184], [4.02505, -5.88016, -6.18024], [2.67454, -5.87391, -5.44724], [2.08905, -4.59844, -5.28985], [1.34887, -4.13187, -6.40174], [4.94308, -4.85707, -5.67579], [3.66125, -4.69688, -7.97684], [4.83963, -5.97918, -8.17530], [3.12244, -6.37771, -8.09408], [4.47948, -6.85769, -5.99105], [2.84214, -6.24072, -4.43090], [1.96283, -6.56372, -5.92180], [0.83312, -4.94950, -6.91444], [1.98677, -3.59529, -7.10761], [0.60333, -3.42906, -6.02897], [5.11503, -5.01527, -4.68724], [4.46249, -3.96173, -5.70111], [-3.65348, 0.41161, 6.02968], [-2.67228, 1.57913, 6.05208], [-2.43112, 2.20819, 4.67210], [-1.57560, 1.46930, 3.82960], [-2.19327, 0.42349, 3.10231], [-1.42525, 1.13568, 6.68285], [-3.20837, -0.48914, 5.60821], [-3.97113, 0.16880, 7.04424], [-4.54462, 0.65716, 5.44880], [-3.10748, 2.35898, 6.68441], [-1.92882, 3.16780, 4.82241], [-3.38028, 2.42233, 4.16278], [-3.21395, 0.68483, 2.80821], [-2.19956, -0.50907, 3.67268], [-1.60289, 0.25834, 2.20167], [-0.80537, 1.93451, 6.78729], [-0.94094, 0.53851, 6.01731], [0.19705, 0.53655, 10.99959], [-0.16318, -0.19969, 9.71218], [-1.37264, -1.13125, 9.85281], [-1.10678, -2.35855, 10.51187], [-1.14319, -2.30384, 11.92301], [1.02460, -0.90697, 9.22435], [0.68709, -0.11408, 11.72459], [0.88724, 1.35163, 10.78298], [-0.69117, 0.96520, 11.46929], [-0.43401, 0.55061, 8.96885], [-1.70018, -1.40629, 8.84740], [-2.21593, -0.61648, 10.33240], [-1.90629, -1.60547, 12.27968], [-0.17007, -2.02760, 12.33727], [-1.38925, -3.30224, 12.28565], [0.81691, -1.31601, 8.31778], [1.17545, -1.71032, 9.82825], [-3.67069, 3.09364, -6.68390], [-3.95102, 2.38402, -5.36360], [-3.43161, 3.13650, -4.12840], [-2.04197, 3.02007, -3.91073], [-1.22393, 3.92341, -4.63319], [-3.40891, 1.02571, -5.43034], [-2.62395, 3.01604, -6.97583], [-4.26132, 2.64521, -7.48270], [-3.93269, 4.15217, -6.62568], [-5.03771, 2.31146, -5.25670], [-3.89622, 2.68873, -3.24506], [-3.73452, 4.19217, -4.14741], [-1.70660, 4.89867, -4.74696], [-0.96129, 3.52347, -5.61550], [-0.30170, 4.05341, -4.06869], [-3.67615, 0.53304, -4.58212], [-2.39740, 1.10399, -5.35852]],
  "largest_force_ev_per_a": 1.31,
  "orbital_gap_ev": 6.1,
  "total_charge": -1,
  "spin_multiplicity": 1
}

{
  "formula": "H4O2",
  "method": "ωB97M-V with the def2-TZVPD basis set",
  "elements": ["H", "H", "H", "H", "O", "O"],
  "coordinates": [[0.64401, -0.07735, -0.28546], [1.86112, 0.52065, 0.47502], [-1.65937, 0.61532, -0.21625], [-1.45325, -0.76413, 0.41175], [1.63454, -0.18159, -0.19714], [-1.02705, -0.11290, -0.18792]],
  "de_lowest_kj_mol": 14.54,
  "largest_force_ev_per_a": 1.87,
  "orbital_gap_ev": 11.0,
  "spin_multiplicity": 1
}